Entry 1:
Formula: C3H4I2O2
Source: OMol25
Level of theory: wB97M-V/def2-TZVPD

The geometry in XYZ format:
```
11
Properties=species:S:1:pos:R:3
C 1.80 -1.55 -1.47
C -1.49 1.55 1.67
C -1.38 1.15 0.41
O 1.17 -1.66 -2.67
O 1.17 -1.24 -0.50
I 0.20 1.89 -0.75
I -2.55 -0.33 -0.54
H 2.81 -1.66 -1.65
H -1.01 2.28 2.20
H -2.14 1.13 2.28
H 0.19 -1.63 -2.61
```

Computed properties:
Frontier orbital gap   9.019 eV
Total charge   0
Energy above the lowest of the compared OMol25 structures with the same formula, charge and spin   0.0000 eV
E_HOMO   -9.1 eV
M   325.87 g/mol

=====

Entry 2:
Formula: C3H4IN
Source: OMol25
Level of theory: wB97M-V/def2-TZVPD

The geometry in XYZ format:
```
9
Properties=species:S:1:pos:R:3
C -1.68 2.52 -2.20
C -1.01 1.59 -1.64
N -0.18 0.61 -1.13
C 0.28 -0.34 -0.32
H -2.09 3.16 -2.84
H 1.16 -0.99 -0.56
H -0.05 -0.53 0.65
I -1.39 -1.20 3.83
H -0.67 0.22 4.28
```

Computed properties:
Frontier orbital gap   8.350 eV
Total charge   0
Energy above the lowest of the compared OMol25 structures with the same formula, charge and spin   3.6737 eV
E_HOMO   -8.5 eV
M   180.98 g/mol
SMILES   C#CN=C.I

=====

Entry 3:
Formula: C3H4IN3
Source: OMol25
Level of theory: wB97M-V/def2-TZVPD

The geometry in XYZ format:
```
11
Properties=species:S:1:pos:R:3
C -2.15 -0.12 -1.33
C -2.13 0.88 -0.36
C -0.38 0.21 0.40
N -1.08 -0.86 -1.54
N -0.15 -0.53 -0.65
N 0.57 0.72 1.23
I -3.14 1.73 1.24
H -2.84 -0.16 -2.06
H 0.79 -0.97 -0.94
H 0.37 0.94 2.20
H 1.44 0.24 1.08
```

Computed properties:
Frontier orbital gap   7.897 eV
Total charge   0
Energy above the lowest of the compared OMol25 structures with the same formula, charge and spin   3.8564 eV
E_HOMO   -7.5 eV
M   208.99 g/mol

=====

Entry 4:
Formula: C3H4INO
Source: OMol25
Level of theory: wB97M-V/def2-TZVPD

The geometry in XYZ format:
```
10
Properties=species:S:1:pos:R:3
C 0.53 -0.88 -0.04
C -0.88 -0.75 0.03
C 1.29 0.21 0.05
N -1.20 1.51 -0.02
O -1.65 0.26 -0.08
I 3.46 -0.01 -0.03
H 0.90 -1.95 0.12
H -1.54 -1.70 -0.26
H 1.17 1.30 0.33
H -2.08 2.01 -0.08
```

Computed properties:
Frontier orbital gap (alpha / beta)   7.566 / 8.430 eV
Total charge   0
Energy above the lowest of the compared OMol25 structures with the same formula, charge and spin   4.5873 eV
E_HOMO (alpha / beta)   -7.9 / -8.9 eV
M   196.97 g/mol

=====

Entry 5:
Formula: C3H4INO
Source: OMol25
Level of theory: wB97M-V/def2-TZVPD

The geometry in XYZ format:
```
10
Properties=species:S:1:pos:R:3
C -0.43 -0.91 -0.41
C 1.21 1.20 -0.30
C -0.96 -0.44 0.74
N 0.80 -1.00 -0.82
O 1.61 -0.01 -0.67
I -3.03 -0.50 1.11
H -1.09 -1.38 -1.06
H 0.22 1.41 0.19
H 2.04 1.98 -0.39
H -0.36 -0.36 1.60
```

Computed properties:
Frontier orbital gap (alpha / beta)   7.611 / 8.001 eV
2S+1   3
Total charge   0
Energy above the lowest of the compared OMol25 structures with the same formula, charge and spin   3.9289 eV
E_HOMO (alpha / beta)   -7.3 / -9.4 eV
M   196.97 g/mol

=====

Entry 6:
Formula: C3H4INS
Source: OMol25
Level of theory: wB97M-V/def2-TZVPD

The geometry in XYZ format:
```
10
Properties=species:S:1:pos:R:3
I 3.02 -0.17 -0.06
C 0.98 0.24 0.55
C 0.17 -1.00 0.19
N -0.91 -0.89 -0.45
C -1.33 0.42 -0.61
S 0.07 1.62 -0.06
H 1.02 0.29 1.62
H 0.73 -1.88 0.32
H -1.65 0.85 -1.58
H -2.11 0.50 0.08
```

Computed properties:
Frontier orbital gap   9.048 eV
Total charge   0
Energy above the lowest of the compared OMol25 structures with the same formula, charge and spin   0.2640 eV
E_HOMO   -9.0 eV
M   213.04 g/mol
SMILES   I[C@@H]1C=NCS1

=====

Entry 7:
Formula: C3H4InO3
Source: OMol25
Level of theory: wB97M-V/def2-TZVPD

The geometry in XYZ format:
```
11
Properties=species:S:1:pos:R:3
O -0.13 -1.61 -1.46
C -0.17 -0.48 -1.82
C -0.20 0.77 -1.06
H -1.27 0.19 -2.10
H -0.70 1.63 -1.52
H 0.80 1.23 -1.01
In -0.01 -1.90 0.91
O -0.17 0.07 0.61
C 0.11 0.63 1.76
O 0.59 -0.40 2.46
H 1.14 -0.15 3.22
```

Computed properties:
Frontier orbital gap (alpha / beta)   5.814 / 5.600 eV
Total charge   +3
Energy above the lowest of the compared OMol25 structures with the same formula, charge and spin   6.1928 eV
E_HOMO (alpha / beta)   -24.5 / -24.3 eV
M   202.88 g/mol

=====

Entry 8:
Formula: C3H4IrO3
Source: OMol25
Level of theory: wB97M-V/def2-TZVPD

The geometry in XYZ format:
```
11
Properties=species:S:1:pos:R:3
O -0.06 0.82 -1.33
C 0.71 1.06 -0.33
C 2.05 0.93 -0.32
H 0.22 0.56 0.70
H 2.64 1.31 -1.16
H 2.44 0.02 0.16
O -2.40 -0.18 0.48
C -1.48 -0.94 0.97
O -0.95 -1.78 0.16
Ir -1.56 -0.53 -1.36
H -1.62 -1.27 2.02
```

Computed properties:
Frontier orbital gap (alpha / beta)   6.784 / 6.284 eV
2S+1   6
Total charge   0
Energy above the lowest of the compared OMol25 structures with the same formula, charge and spin   2.1535 eV
E_HOMO (alpha / beta)   -6.9 / -8.7 eV
M   280.28 g/mol

=====

Entry 9:
Formula: C3H4LiMgO2
Source: OMol25
Level of theory: wB97M-V/def2-TZVPD

The geometry in XYZ format:
```
11
Properties=species:S:1:pos:R:3
O 2.99 3.39 4.20
Mg 4.54 4.24 5.00
C 2.67 3.21 3.00
O 3.63 3.58 2.08
C 4.86 4.07 2.42
C 5.07 5.33 2.83
H 5.68 3.35 2.26
H 6.10 5.66 3.00
H 4.29 6.09 2.89
Li 0.63 3.17 2.29
H -0.21 4.65 1.84
```

Computed properties:
Frontier orbital gap (alpha / beta)   9.823 / 4.141 eV
Total charge   +1
E_HOMO (alpha / beta)   -13.7 / -9.9 eV
M   103.31 g/mol

=====

Entry 10:
Formula: C3H4LiMnO3
Source: OMol25
Level of theory: wB97M-V/def2-TZVPD

The geometry in XYZ format:
```
12
Properties=species:S:1:pos:R:3
O -1.49 0.58 0.31
C -0.86 -0.68 0.09
C 0.54 -0.58 -0.52
O 2.10 -0.26 0.42
C 2.38 0.98 0.63
O 1.62 1.88 0.25
Li -3.21 0.57 0.79
Mn -0.27 1.89 -0.20
H -1.48 -1.28 -0.59
H -0.80 -1.21 1.05
H 0.61 -0.26 -1.57
H 0.85 -1.62 -0.66
```

Computed properties:
Frontier orbital gap (alpha / beta)   6.090 / 5.524 eV
2S+1   6
Total charge   +1
Energy above the lowest of the compared OMol25 structures with the same formula, charge and spin   1.7280 eV
E_HOMO (alpha / beta)   -11.1 / -11.0 eV
M   149.94 g/mol

=====

Entry 11:
Formula: C3H4LiO3Rb
Source: OMol25
Level of theory: wB97M-V/def2-TZVPD

The geometry in XYZ format:
```
12
Properties=species:S:1:pos:R:3
O 0.66 1.51 -4.24
C 0.37 1.98 -5.33
C -0.94 1.80 -6.00
H 1.12 2.60 -5.86
H -1.61 1.15 -5.43
H -0.76 1.40 -7.01
H -1.39 2.80 -6.14
O -1.74 0.17 0.77
C -1.52 0.40 -0.42
O -0.52 0.05 -1.09
Li 0.10 0.42 -2.81
Rb 0.41 -1.69 3.14
```

Computed properties:
Frontier orbital gap (alpha / beta)   5.862 / 8.574 eV
2S+1   2
Total charge   +1
Energy above the lowest of the compared OMol25 structures with the same formula, charge and spin   0.0000 eV
E_HOMO (alpha / beta)   -9.4 / -12.2 eV
M   180.47 g/mol

=====

Entry 12:
Formula: C3H4LiO3Rh
Source: OMol25
Level of theory: wB97M-V/def2-TZVPD

The geometry in XYZ format:
```
12
Properties=species:S:1:pos:R:3
H 0.82 0.99 2.13
C 0.21 0.95 1.21
C 0.08 -0.50 0.85
O -0.15 -0.74 -0.46
Li 0.60 0.87 -1.45
O 0.76 1.69 0.17
H -0.80 1.32 1.49
H -0.23 -1.26 1.56
Rh 1.44 3.44 0.24
C -0.79 -2.02 -0.92
O -0.82 -1.95 -2.22
H -1.13 -2.79 -2.60
```

Computed properties:
Frontier orbital gap (alpha / beta)   6.913 / 7.913 eV
2S+1   6
Total charge   +1
Energy above the lowest of the compared OMol25 structures with the same formula, charge and spin   0.7430 eV
E_HOMO (alpha / beta)   -10.8 / -14.0 eV
M   197.91 g/mol

=====

Entry 13:
Formula: C3H4LiO3Sr
Source: OMol25
Level of theory: wB97M-V/def2-TZVPD

The geometry in XYZ format:
```
12
Properties=species:S:1:pos:R:3
H 1.75 -0.59 2.19
C 1.06 -0.37 1.35
C 0.63 -1.70 0.82
O 0.71 -1.98 -0.37
Li 1.63 -0.45 -1.24
O 1.61 0.43 0.38
H 0.16 0.07 1.84
H 0.21 -2.43 1.54
Sr 2.02 2.84 0.32
C -0.77 -4.83 -1.56
O -0.81 -4.81 -2.82
H -1.12 -5.64 -3.24
```

Computed properties:
Frontier orbital gap (alpha / beta)   4.107 / 4.102 eV
2S+1   2
Total charge   0
Energy above the lowest of the compared OMol25 structures with the same formula, charge and spin   2.6398 eV
E_HOMO (alpha / beta)   -4.4 / -4.4 eV
M   182.62 g/mol

=====

Entry 14:
Formula: C3H4LuO2
Source: OMol25
Level of theory: wB97M-V/def2-TZVPD

The geometry in XYZ format:
```
10
Properties=species:S:1:pos:R:3
C 0.16 -0.30 -2.54
C 1.18 -0.58 -3.15
H 0.42 -3.38 -2.89
H 2.17 -0.52 -3.57
O -0.83 0.03 -1.77
H -1.07 0.96 -1.85
C -0.49 -3.89 -2.37
O -1.27 -3.07 -1.87
Lu -3.11 -2.87 -0.64
H -0.75 -4.95 -2.35
```

Computed properties:
Frontier orbital gap (alpha / beta)   10.431 / 4.706 eV
Total charge   +3
E_HOMO (alpha / beta)   -24.8 / -20.9 eV
M   247.03 g/mol

=====

Entry 15:
Formula: C3H4MnO4
Source: OMol25
Level of theory: wB97M-V/def2-TZVPD

The geometry in XYZ format:
```
12
Properties=species:S:1:pos:R:3
O -1.23 0.27 -0.99
C -1.11 -0.30 0.17
C -0.27 -0.28 -1.91
O -1.84 -0.01 1.12
O -0.13 -1.16 0.24
C 0.57 -1.23 -1.05
Mn -2.15 -0.27 2.87
H -0.81 -0.77 -2.72
H 0.57 -2.27 -1.36
H 0.45 0.52 -2.24
O 1.84 -0.67 -0.95
H 2.49 -1.34 -0.72
```

Computed properties:
Frontier orbital gap (alpha / beta)   7.686 / 7.435 eV
2S+1   6
Total charge   +2
Energy above the lowest of the compared OMol25 structures with the same formula, charge and spin   0.0000 eV
E_HOMO (alpha / beta)   -19.3 / -19.3 eV
M   159.00 g/mol

=====

Entry 16:
Formula: C3H4MnO5
Source: OMol25
Level of theory: wB97M-V/def2-TZVPD

The geometry in XYZ format:
```
13
Properties=species:S:1:pos:R:3
C 1.19 0.33 -2.23
C 1.88 0.42 -1.00
O 1.56 -0.01 0.20
C 0.48 0.36 1.01
O 0.69 0.79 2.14
O -0.60 -0.09 0.57
O 0.02 -0.12 -2.45
H 1.70 0.79 -3.09
H 2.80 1.00 -1.00
H -0.50 -0.17 -1.56
O -3.51 -0.98 2.61
H -3.66 -1.76 3.14
Mn -2.05 -0.55 1.67
```

Computed properties:
Frontier orbital gap (alpha / beta)   9.818 / 6.733 eV
2S+1   7
Total charge   +1
Energy above the lowest of the compared OMol25 structures with the same formula, charge and spin   1.0844 eV
E_HOMO (alpha / beta)   -14.0 / -14.6 eV
M   175.00 g/mol

=====

Entry 17:
Formula: C3H4N2
Source: OMol25
Level of theory: wB97M-V/def2-TZVPD

The geometry in XYZ format:
```
9
Properties=species:S:1:pos:R:3
C -0.13 0.20 -0.99
C 0.09 0.87 0.40
N 0.03 -0.31 1.31
C -0.17 -1.21 0.38
N -0.83 -0.96 -0.80
H 0.39 0.62 -1.84
H -0.71 1.58 0.67
H 1.04 1.41 0.42
H 0.30 -2.20 0.45
```

Computed properties:
Frontier orbital gap (alpha / beta)   5.546 / 7.788 eV
2S+1   2
Total charge   -1
E_HOMO (alpha / beta)   -0.5 / -2.8 eV
M   68.08 g/mol

=====

Entry 18:
Formula: C3H4N2
Source: OMol25
Level of theory: wB97M-V/def2-TZVPD

The geometry in XYZ format:
```
9
Properties=species:S:1:pos:R:3
C -0.82 -1.21 0.05
C -0.06 -0.54 1.07
N 0.75 0.05 1.63
H -0.46 -0.66 -0.86
H -1.82 -1.13 0.17
H -0.52 -2.20 -0.04
C 0.89 1.91 -0.58
N 0.37 1.53 -1.51
H 1.67 2.24 0.09
```

Computed properties:
Frontier orbital gap   12.671 eV
Total charge   0
Energy above the lowest of the compared OMol25 structures with the same formula, charge and spin   1.3575 eV
E_HOMO   -11.7 eV
M   68.08 g/mol
SMILES   CC#N.C#N

=====

Entry 19:
Formula: C3H4N2
Source: OMol25
Level of theory: wB97M-V/def2-TZVPD

The geometry in XYZ format:
```
9
Properties=species:S:1:pos:R:3
C 1.09 0.66 0.01
C -0.27 0.97 -0.01
N -0.95 -0.21 -0.02
C 0.05 -1.14 0.02
N 1.25 -0.72 -0.03
H 1.90 1.29 0.09
H -0.95 1.78 -0.14
H -1.92 -0.43 0.15
H -0.20 -2.19 -0.08
```

Computed properties:
Frontier orbital gap   9.722 eV
Total charge   0
Energy above the lowest of the compared OMol25 structures with the same formula, charge and spin   0.4227 eV
E_HOMO   -8.8 eV
M   68.08 g/mol
SMILES   c1c[nH]cn1

=====

Entry 20:
Formula: C3H4N2
Source: OMol25
Level of theory: wB97M-V/def2-TZVPD

The geometry in XYZ format:
```
9
Properties=species:S:1:pos:R:3
H -2.04 -1.63 0.10
N -2.44 -0.65 -0.07
C -1.47 0.15 -0.07
C -0.80 1.36 -0.26
C 0.03 0.31 -0.03
N 1.28 -0.38 -0.15
H -0.90 2.36 -0.03
H 2.18 0.15 -0.31
H 1.20 -1.26 -0.68
```

Computed properties:
Frontier orbital gap   9.221 eV
Total charge   0
Energy above the lowest of the compared OMol25 structures with the same formula, charge and spin   3.3372 eV
E_HOMO   -8.7 eV
M   68.08 g/mol
SMILES   [H]/N=c1/cc1N